[1]
DFT (the ωB97M-V functional and the def2-TZVPD basis) results for a 4-piece molecular cluster, C49H109O3P3 overall in a non-equilibrium geometry.

Last column: Löwdin charge in e.
Atoms and positions in Å:
C: 8.604 -1.738 -3.723  -0.105
C: 7.764 -3.027 -3.886  -0.248
C: 6.307 -2.881 -3.438  -0.242
C: 6.273 -2.606 -1.922  -0.224
P: 4.529 -2.366 -1.343  1.018
C: 4.462 -1.920 0.402  -0.244
C: 5.498 -0.866 0.847  -0.233
C: 5.559 -0.726 2.387  -0.239
C: 6.156 -1.981 3.070  -0.106
C: 3.562 -3.892 -1.481  -0.253
C: 3.456 -4.737 -2.767  -0.231
C: 2.760 -3.953 -3.868  -0.238
C: 2.222 -4.962 -4.917  -0.091
C: 3.817 -1.025 -2.292  -0.260
C: 4.635 0.259 -2.426  -0.248
C: 4.289 1.167 -3.599  -0.247
C: 5.019 2.533 -3.491  -0.094
H: 8.995 -1.706 -2.703  0.068
H: 8.047 -0.824 -3.947  0.070
H: 9.497 -1.636 -4.342  0.074
H: 8.291 -3.823 -3.355  0.109
H: 7.904 -3.323 -4.928  0.108
H: 5.781 -3.776 -3.775  0.086
H: 5.800 -2.157 -4.082  0.109
H: 6.826 -1.708 -1.661  0.078
H: 6.547 -3.467 -1.309  0.107
H: 4.657 -2.870 0.905  0.089
H: 3.445 -1.537 0.530  0.106
H: 5.250 0.081 0.377  0.095
H: 6.522 -1.193 0.643  0.103
H: 4.527 -0.677 2.738  0.109
H: 6.238 0.105 2.560  0.111
H: 7.180 -2.152 2.720  0.074
H: 5.619 -2.911 2.898  0.062
H: 6.270 -1.731 4.124  0.074
H: 2.612 -3.747 -0.959  0.079
H: 4.162 -4.503 -0.787  0.097
H: 2.973 -5.656 -2.425  0.058
H: 4.472 -5.053 -3.004  0.106
H: 3.509 -3.378 -4.414  0.096
H: 1.881 -3.409 -3.528  0.098
H: 1.769 -4.534 -5.815  0.075
H: 1.410 -5.512 -4.438  0.047
H: 2.991 -5.619 -5.324  0.082
H: 2.786 -0.950 -1.921  0.084
H: 3.680 -1.418 -3.306  0.080
H: 5.701 0.026 -2.542  0.097
H: 4.671 0.778 -1.465  0.101
H: 3.235 1.437 -3.672  0.111
H: 4.538 0.588 -4.492  0.106
H: 4.366 3.181 -2.914  0.074
H: 5.077 2.903 -4.517  0.071
H: 6.062 2.483 -3.185  0.072
C: -1.626 -0.559 -3.475  -0.112
C: -2.000 -1.989 -3.820  -0.223
C: -1.384 -2.979 -2.798  -0.231
C: -2.216 -4.235 -2.473  -0.255
P: -1.504 -5.430 -1.299  1.030
C: -1.226 -4.606 0.316  -0.238
C: -2.446 -3.891 0.879  -0.231
C: -2.133 -3.090 2.169  -0.256
C: -1.967 -4.002 3.366  -0.106
C: -2.623 -6.815 -1.040  -0.264
C: -4.135 -6.483 -0.883  -0.231
C: -4.892 -7.557 -0.097  -0.237
C: -4.425 -7.609 1.375  -0.104
C: 0.161 -5.918 -1.940  -0.250
C: 0.888 -6.859 -0.989  -0.229
C: 2.020 -7.676 -1.657  -0.249
C: 1.905 -9.230 -1.500  -0.071
H: -1.727 -0.390 -2.396  0.056
H: -2.224 0.218 -3.953  0.074
H: -0.592 -0.223 -3.608  0.079
H: -1.566 -2.211 -4.795  0.108
H: -3.088 -2.008 -3.743  0.110
H: -1.286 -2.393 -1.882  0.071
H: -0.429 -3.307 -3.209  0.092
H: -2.288 -4.751 -3.442  0.108
H: -3.264 -4.001 -2.275  0.098
H: -0.445 -3.898 0.004  0.076
H: -0.780 -5.388 0.932  0.096
H: -3.240 -4.578 1.178  0.082
H: -2.912 -3.190 0.185  0.110
H: -2.810 -2.255 2.376  0.111
H: -1.280 -2.434 1.962  0.096
H: -2.849 -4.617 3.570  0.072
H: -1.794 -3.453 4.293  0.075
H: -1.171 -4.742 3.246  0.068
H: -2.145 -7.428 -0.270  0.087
H: -2.509 -7.480 -1.905  0.106
H: -4.546 -6.478 -1.894  0.112
H: -4.275 -5.498 -0.445  0.088
H: -4.814 -8.555 -0.528  0.114
H: -5.948 -7.299 -0.027  0.111
H: -3.452 -8.052 1.592  0.066
H: -5.176 -8.188 1.912  0.076
H: -4.387 -6.608 1.812  0.062
H: 0.693 -4.993 -2.149  0.073
H: -0.189 -6.456 -2.829  0.104
H: 0.184 -7.591 -0.587  0.093
H: 1.286 -6.220 -0.200  0.112
H: 2.954 -7.519 -1.103  0.101
H: 2.297 -7.262 -2.628  0.083
H: 1.373 -9.632 -2.359  0.074
H: 1.339 -9.298 -0.569  0.067
H: 2.848 -9.734 -1.321  0.073
C: -2.056 10.809 6.755  -0.093
C: -2.247 9.376 6.232  -0.273
C: -2.612 9.217 4.741  -0.244
C: -2.615 7.706 4.438  -0.258
P: -3.380 7.273 2.811  1.041
C: -2.932 8.563 1.596  -0.281
C: -3.209 8.290 0.143  -0.249
C: -2.914 9.476 -0.823  -0.236
C: -1.600 9.282 -1.584  -0.104
C: -2.570 5.728 2.246  -0.282
C: -3.428 4.760 1.422  -0.234
C: -2.668 3.718 0.563  -0.225
C: -1.252 3.323 0.944  -0.104
C: -5.193 7.169 3.007  -0.257
C: -5.642 6.108 4.015  -0.251
C: -7.041 6.422 4.589  -0.234
C: -7.666 5.095 5.085  -0.114
H: -1.718 11.432 5.924  0.073
H: -1.372 10.811 7.599  0.076
H: -2.990 11.270 7.077  0.074
H: -2.979 8.907 6.896  0.111
H: -1.324 8.819 6.423  0.108
H: -1.829 9.699 4.161  0.114
H: -3.611 9.649 4.654  0.116
H: -3.138 7.048 5.130  0.088
H: -1.553 7.459 4.389  0.107
H: -1.862 8.715 1.795  0.109
H: -3.317 9.480 2.056  0.099
H: -4.279 8.146 -0.070  0.108
H: -2.893 7.294 -0.177  0.103
H: -2.829 10.412 -0.268  0.107
H: -3.750 9.615 -1.505  0.107
H: -0.844 8.816 -0.955  0.072
H: -1.269 10.251 -1.960  0.075
H: -1.746 8.704 -2.498  0.075
H: -2.101 5.285 3.139  0.100
H: -1.601 5.872 1.751  0.097
H: -3.902 5.499 0.765  0.085
H: -4.236 4.323 2.011  0.098
H: -2.594 4.357 -0.323  0.106
H: -3.251 2.819 0.387  0.112
H: -0.852 2.649 0.189  0.069
H: -1.237 2.731 1.867  0.082
H: -0.576 4.149 1.162  0.066
H: -5.713 7.190 2.048  0.109
H: -5.463 8.178 3.349  0.105
H: -4.996 5.937 4.878  0.107
H: -5.668 5.150 3.493  0.098
H: -7.648 6.878 3.809  0.112
H: -7.021 7.011 5.505  0.111
H: -8.622 5.317 5.569  0.074
H: -7.087 4.448 5.740  0.077
H: -8.057 4.483 4.266  0.074
O: -0.968 -0.863 -0.163  -0.001
C: 0.397 -1.021 -0.442  -0.794
O: 1.033 0.070 -0.439  -0.053
O: 0.854 -2.156 -0.692  -0.059
H: -0.754 0.104 -0.040  0.095

net charge = +2
multiplicity = 1
max |F| = 2.7 eV Å⁻¹
ΔE to the lowest compared entry with this formula, charge and spin = 3.067 eV
LUMO level = -2.965 eV

***

[2]
DFT (the ωB97M-V functional and the def2-TZVPD basis) results for a 8-piece molecular cluster, C49H112N7O9 overall in a non-equilibrium geometry.

Last column: Löwdin charge in e.
Atoms and positions in Å:
C: 20.664 10.359 19.876  -0.022
C: 20.020 9.518 20.803  -0.326
C: 20.797 8.441 21.574  -0.344
O: 20.298 7.632 22.431  -0.089
C: 22.138 8.267 21.294  -0.018
C: 22.895 9.167 20.471  -0.330
C: 22.071 10.222 19.667  -0.345
O: 22.649 10.993 18.848  -0.081
O: 24.133 9.235 20.499  -0.024
O: 18.742 9.654 20.869  -0.068
H: 20.099 10.902 19.135  0.084
H: 22.700 7.470 21.763  0.092
C: 22.583 5.682 25.063  -0.010
C: 22.409 4.621 23.939  -0.300
C: 22.436 3.189 24.418  -0.196
O: 22.126 2.342 23.332  -0.189
C: 21.406 1.147 23.658  -0.054
N: 21.043 4.833 23.303  0.231
H: 20.334 4.884 24.030  0.166
H: 21.050 5.735 22.803  0.109
H: 20.910 4.058 22.647  0.161
H: 21.739 5.785 25.746  0.092
H: 22.648 6.635 24.536  0.070
H: 23.476 5.456 25.641  0.100
H: 23.154 4.837 23.175  0.139
H: 21.714 3.127 25.240  0.141
H: 23.427 2.986 24.832  0.148
H: 22.013 0.256 23.517  0.102
H: 20.502 1.220 23.050  0.093
H: 21.026 1.082 24.682  0.096
C: 27.585 12.584 18.861  -0.023
C: 27.034 11.480 19.782  -0.283
C: 27.773 11.540 21.139  -0.164
O: 27.191 10.607 22.026  -0.218
C: 27.423 10.879 23.396  -0.086
N: 25.559 11.697 19.946  0.217
H: 25.418 12.589 20.433  0.162
H: 25.018 11.993 19.119  0.133
H: 24.902 10.966 20.285  0.117
H: 28.675 12.565 18.899  0.102
H: 27.262 13.567 19.207  0.087
H: 27.398 12.452 17.795  0.091
H: 27.213 10.518 19.309  0.131
H: 27.577 12.503 21.628  0.137
H: 28.844 11.377 21.023  0.149
H: 27.294 10.022 24.052  0.086
H: 26.689 11.639 23.695  0.099
H: 28.377 11.332 23.678  0.105
C: 16.638 8.153 25.727  -0.012
C: 17.279 8.927 24.574  -0.303
C: 18.727 9.384 24.905  -0.208
O: 18.518 10.429 25.824  -0.161
C: 19.697 11.222 25.946  -0.073
N: 17.334 8.087 23.320  0.222
H: 17.656 7.148 23.550  0.158
H: 16.411 7.919 22.909  0.173
H: 17.857 8.526 22.554  0.106
H: 16.355 8.827 26.529  0.105
H: 17.344 7.394 26.064  0.092
H: 15.721 7.722 25.318  0.092
H: 16.712 9.836 24.382  0.157
H: 19.248 9.698 23.997  0.110
H: 19.215 8.492 25.315  0.130
H: 19.435 12.032 26.617  0.104
H: 20.082 11.475 24.949  0.082
H: 20.562 10.654 26.313  0.093
C: 16.782 11.867 19.673  -0.039
C: 15.541 12.647 19.214  -0.308
C: 14.246 12.344 19.963  -0.192
O: 14.236 10.974 20.248  -0.188
C: 12.936 10.456 20.430  -0.079
N: 15.837 14.114 19.292  0.226
H: 16.551 14.378 18.614  0.171
H: 15.062 14.711 18.968  0.189
H: 15.998 14.384 20.265  0.182
H: 16.647 10.788 19.654  0.080
H: 16.852 11.974 20.762  0.097
H: 17.679 12.159 19.131  0.074
H: 15.428 12.373 18.163  0.159
H: 13.370 12.610 19.364  0.143
H: 14.252 12.839 20.947  0.149
H: 12.245 10.710 19.619  0.100
H: 12.438 10.871 21.315  0.102
H: 12.939 9.375 20.533  0.097
C: 20.953 15.621 18.564  0.024
N: 22.184 14.827 18.210  -0.329
C: 22.656 14.083 19.411  0.016
C: 21.756 13.835 17.145  -0.001
C: 23.187 15.699 17.527  -0.109
C: 24.129 16.482 18.432  -0.200
O: 23.329 17.125 19.416  -0.061
H: 20.194 14.868 18.807  0.096
H: 20.556 16.072 17.658  0.118
H: 21.118 16.212 19.457  0.111
H: 23.489 13.460 19.093  0.077
H: 21.887 13.380 19.732  0.105
H: 22.874 14.791 20.205  0.114
H: 21.303 14.356 16.307  0.120
H: 21.083 13.066 17.534  0.096
H: 22.615 13.203 16.922  0.091
H: 22.739 16.361 16.781  0.152
H: 23.746 15.135 16.774  0.141
H: 24.590 17.297 17.869  0.143
H: 24.920 15.882 18.889  0.117
H: 23.883 17.534 20.090  0.119
C: 25.071 7.848 17.370  -0.093
C: 26.590 8.026 17.494  -0.219
C: 27.127 7.681 18.914  -0.177
C: 27.179 6.187 19.203  -0.069
N: 27.788 5.913 20.599  -0.190
C: 27.604 4.462 21.061  -0.079
C: 28.965 3.779 21.152  -0.130
C: 29.949 4.923 21.355  -0.126
C: 29.304 6.027 20.533  -0.117
C: 27.270 6.840 21.690  -0.115
C: 25.789 6.774 22.053  -0.208
C: 25.389 7.883 23.035  -0.081
H: 24.586 8.281 18.247  0.049
H: 24.752 6.809 17.281  0.073
H: 24.729 8.370 16.475  0.066
H: 26.864 9.028 17.167  0.103
H: 26.983 7.313 16.763  0.116
H: 26.295 8.121 19.471  0.085
H: 28.089 8.176 19.031  0.120
H: 27.866 5.646 18.557  0.142
H: 26.205 5.713 19.291  0.126
H: 27.115 4.560 22.028  0.117
H: 26.893 3.925 20.434  0.136
H: 29.055 3.059 21.964  0.133
H: 29.208 3.240 20.237  0.129
H: 29.996 5.281 22.384  0.124
H: 30.922 4.585 21.009  0.137
H: 29.620 7.041 20.794  0.134
H: 29.665 6.058 19.501  0.139
H: 27.620 7.854 21.509  0.122
H: 27.838 6.492 22.558  0.143
H: 25.384 5.847 22.460  0.100
H: 25.227 6.953 21.129  0.087
H: 25.858 7.637 23.992  0.090
H: 24.311 7.991 23.141  0.053
H: 25.732 8.892 22.822  0.045
C: 22.263 5.788 18.898  -0.089
C: 21.610 5.881 17.517  -0.235
C: 20.898 7.217 17.323  -0.203
C: 20.453 7.440 15.889  -0.115
N: 19.834 8.800 15.593  -0.192
C: 18.588 9.013 16.461  -0.052
C: 17.346 8.675 15.581  -0.113
C: 17.907 7.926 14.370  -0.142
C: 19.263 8.551 14.190  -0.094
C: 20.856 9.899 15.565  -0.123
C: 22.112 9.680 14.718  -0.206
C: 22.989 10.925 14.736  -0.089
H: 23.046 5.037 19.006  0.076
H: 21.490 5.630 19.648  0.072
H: 22.822 6.718 19.017  0.043
H: 20.876 5.080 17.392  0.121
H: 22.304 5.819 16.672  0.112
H: 21.576 8.032 17.613  0.111
H: 20.120 7.202 18.094  0.117
H: 19.779 6.596 15.743  0.148
H: 21.348 7.324 15.283  0.124
H: 18.625 10.085 16.655  0.118
H: 18.706 8.466 17.391  0.114
H: 16.904 9.612 15.250  0.118
H: 16.638 8.058 16.126  0.123
H: 17.258 7.994 13.497  0.138
H: 17.881 6.846 14.528  0.123
H: 19.216 9.535 13.720  0.144
H: 19.990 7.958 13.641  0.140
H: 21.078 10.217 16.586  0.118
H: 20.287 10.730 15.135  0.134
H: 21.936 9.478 13.659  0.127
H: 22.641 8.810 15.104  0.096
H: 23.943 10.756 14.236  0.089
H: 23.291 11.180 15.758  0.057
H: 22.567 11.815 14.269  0.084

net charge = +5
multiplicity = 1
max |F| = 3.4 eV Å⁻¹
LUMO level = -9.700 eV

***

Question: Which value of LUMO level does entry 1 give?
Answer: -2.965 eV

***

Question: Look up the multiplicity of the first one.
Answer: 1

***

Question: Among the records above, which one has the highest net charge?
Answer: C49H112N7O9